Run A
{"formula": "C2HBr5S", "method": "ωB97M-V with the def2-TZVPD basis set", "species": ["C", "Br", "S", "Br", "Br", "C", "Br", "Br", "H"], "positions_angstrom": [[0.59345, -0.49322, -0.38945], [1.98299, 0.98659, -2.27509], [-2.27261, 1.10090, 0.68993], [1.20330, -2.29415, 1.95892], [0.96805, 2.28453, 0.36961], [1.11588, 0.69807, -0.65437], [0.40605, -1.96900, -1.37590], [-0.64128, -0.62038, 1.34050], [-3.35583, 0.30667, 0.33584]], "lumo_energy_ev": [-1.714, -1.714], "homo_energy_ev": [-9.1, -9.1], "homo_lumo_gap_ha": [0.26978, 0.26976]}


Run B
{"formula": "C2HBr5S", "method": "ωB97M-V with the def2-TZVPD basis set", "species": ["Br", "H", "C", "S", "Br", "C", "Br", "Br", "Br"], "positions_angstrom": [[1.55726, 0.39764, 1.53132], [0.96598, 1.77558, -0.07684], [-0.44125, 0.22013, -0.48117], [0.63059, 1.37729, -1.29608], [-2.11789, 1.26140, 0.58772], [0.36125, -0.68044, 0.44116], [-0.79712, -1.66776, 1.67336], [-1.53044, -0.69797, -1.79114], [1.37163, -1.98588, -0.58833]], "lumo_energy_ev": -1.182, "homo_energy_ev": -9.7, "homo_lumo_gap_ha": 0.31464}


Stability summary: most stable run B, least stable run A.


Run A
{"formula": "IMn", "method": "ωB97M-V with the def2-TZVPD basis set", "species": ["Mn", "I"], "positions_angstrom": [[0.50222, 0.64480, 0.71555], [-0.50222, -0.64480, -0.71555]], "lumo_energy_ev": [-6.811, -7.205], "total_charge": 1, "homo_energy_ev": [-15.1, -15.6], "homo_lumo_gap_ha": [0.30633, 0.30948], "multiplicity": 6}


Run B
{"formula": "IMn", "method": "ωB97M-V with the def2-TZVPD basis set", "species": ["I", "Mn"], "positions_angstrom": [[-1.18979, -0.55525, -0.16465], [1.18979, 0.55525, 0.16465]], "lumo_energy_ev": [-7.670, -7.665], "total_charge": 1, "homo_energy_ev": [-14.4, -14.4], "homo_lumo_gap_ha": [0.24567, 0.24728], "multiplicity": 6}


Stability summary: most stable run B, least stable run A.


Run A
{"formula": "C5H14N4", "method": "ωB97M-V with the def2-TZVPD basis set", "species": ["H", "C", "N", "H", "C", "H", "N", "H", "H", "H", "H", "H", "H", "C", "H", "H", "H", "N", "C", "C", "H", "N", "H"], "positions_angstrom": [[1.85446, -2.35809, 1.11506], [1.89840, -1.49166, 0.45433], [-1.15905, -1.29767, 0.54145], [2.91244, -1.07865, 0.51348], [-1.33289, -0.14812, -0.33097], [-0.99359, -1.15841, -1.95288], [-1.57162, -0.39613, -1.59951], [1.06073, -0.04099, -1.87876], [1.29305, 2.40407, 0.80170], [2.36233, 0.85392, -1.11983], [-3.28610, 0.37308, 0.41394], [-1.70916, -1.33474, 1.39307], [1.71577, -1.81081, -0.57819], [-2.30700, 0.83512, 0.29123], [-1.97827, 1.14396, 1.28339], [-0.80170, -2.13815, 0.10285], [0.19132, 1.63366, 1.82131], [0.96024, -0.50176, 0.92141], [1.27605, 0.78535, -1.20048], [0.62011, 0.55740, 0.14558], [0.88356, 1.69459, -1.65025], [0.50633, 1.77263, 0.87076], [-2.39542, 1.70141, -0.35869]], "smiles": "[H]/N=C(/C)N.C/N=C(\\C)N", "lumo_energy_ev": [-0.383, -0.257], "homo_energy_ev": [-7.6, -7.5], "homo_lumo_gap_ha": [0.26623, 0.26729]}


Run B
{"formula": "C5H14N4", "method": "ωB97M-V with the def2-TZVPD basis set", "species": ["C", "H", "H", "H", "C", "H", "H", "H", "C", "N", "H", "H", "N", "H", "H", "C", "H", "N", "N", "H", "C", "H", "H"], "positions_angstrom": [[1.58332, -0.29400, 0.08194], [2.62981, -1.82273, -0.74240], [0.28399, -2.26282, -1.14765], [-2.88928, 0.65645, -0.70997], [-0.54128, -0.41341, 1.41329], [-1.51346, 2.65459, -0.22772], [0.15604, 2.96125, -0.52448], [-0.59811, 1.59396, -1.43708], [-0.58949, 2.16726, -0.51432], [0.22403, -2.23899, -0.13556], [-1.15202, -1.22205, 1.84743], [3.35519, -0.33255, -0.92038], [-1.35964, 0.53572, 0.69585], [2.53337, 1.48899, 0.08256], [-0.59016, -2.72233, 0.20950], [0.48559, -1.00873, 0.47377], [-1.82716, -0.73919, -0.97206], [2.47695, -0.82946, -0.86570], [1.77365, 0.98925, 0.52630], [-0.04858, 0.10135, 2.23962], [-2.29158, -0.10075, -0.20069], [0.88446, 1.57124, 0.45369], [-2.98565, -0.73305, 0.37404]], "lumo_energy_ev": [0.129, 0.075], "homo_energy_ev": [-6.3, -6.3], "homo_lumo_gap_ha": [0.23613, 0.23279]}


Stability summary: most stable run A, least stable run B.


Run A
{"formula": "C5H14N4", "method": "ωB97M-V with the def2-TZVPD basis set", "species": ["N", "N", "C", "H", "H", "H", "C", "C", "H", "H", "H", "H", "H", "H", "H", "C", "N", "N", "H", "H", "C", "H", "H"], "positions_angstrom": [[0.45045, 1.04017, -1.92878], [-0.55353, -0.93517, 0.93364], [-0.93883, 1.40507, 0.62710], [1.03830, -0.66231, 2.30706], [0.52711, -1.60003, -1.09484], [0.74025, 3.05980, -1.38909], [1.23072, 2.27089, -1.96619], [0.15907, -1.29649, 2.15088], [-1.66343, 1.35315, 1.42919], [-0.49075, -1.20261, 3.02850], [-2.38045, -1.19425, -0.11569], [-0.75844, 2.37402, 0.18055], [1.29892, 2.62524, -3.00087], [1.86390, -1.25510, -0.25308], [2.25447, 2.14267, -1.59640], [-1.81632, -1.62749, 0.71800], [0.77201, 0.29910, -0.70912], [1.30922, -0.94161, -1.04842], [-2.44823, -1.58597, 1.61261], [0.50220, -2.33573, 2.08794], [-0.26764, 0.31530, 0.22594], [0.79463, 0.43001, -2.67018], [-1.62361, -2.67866, 0.47125]], "smiles": "C=C(N(C)C)N(N)NC", "lumo_energy_ev": 0.934, "homo_energy_ev": -8.0, "homo_lumo_gap_ha": 0.33001}


Run B
{"formula": "C5H14N4", "method": "ωB97M-V with the def2-TZVPD basis set", "species": ["H", "H", "H", "H", "N", "N", "H", "H", "C", "C", "H", "H", "C", "H", "C", "C", "H", "H", "H", "N", "H", "H", "N"], "positions_angstrom": [[0.33377, -2.20090, -0.95156], [2.65366, -0.34412, 0.96739], [-0.42530, 1.46389, 2.09343], [-2.43897, -1.23062, -1.48682], [-0.46826, 2.03020, -0.53303], [-0.19245, 0.89044, 0.20291], [3.57326, -0.61801, -0.50144], [0.87728, -1.74038, 0.74142], [-1.80495, -0.35960, -1.32133], [-1.05411, -0.49438, -0.00861], [-1.11613, -0.25355, -2.15979], [0.11055, 2.79634, -0.20585], [0.64063, -1.40001, -0.27799], [2.87120, 0.94810, -0.28663], [2.67903, -0.11455, -0.11110], [-1.80842, -0.83586, 1.08787], [-2.87606, -0.98563, 1.02458], [-1.39109, -0.89919, 2.08420], [-2.47123, 0.50228, -1.32689], [0.32871, 1.18958, 1.46716], [0.73365, 0.34246, 1.85412], [-0.27323, 1.84354, -1.51114], [1.51846, -0.53001, -0.84092]], "lumo_energy_ev": [-0.683, -0.731], "homo_energy_ev": [-7.4, -6.9], "homo_lumo_gap_ha": [0.24679, 0.22668]}


Run C
{"formula": "C5H14N4", "method": "ωB97M-V with the def2-TZVPD basis set", "species": ["N", "C", "H", "C", "C", "H", "H", "H", "N", "H", "H", "H", "N", "H", "N", "H", "H", "H", "C", "H", "H", "C", "H"], "positions_angstrom": [[-0.31545, 1.00915, 1.00903], [2.00290, 0.24465, -1.87993], [1.61826, 1.08960, -1.30806], [0.18785, -2.48167, -0.75508], [-0.88017, 0.08260, 3.08006], [-0.64060, -0.97384, 2.96001], [0.11573, 0.71293, 2.94488], [-1.33891, 1.85787, -0.53610], [0.37334, -1.25486, -0.94401], [-2.02952, 1.58610, 2.03848], [-2.18124, -0.06370, 1.31122], [0.41879, -3.24745, -1.49707], [-0.49543, 2.01943, 0.02200], [2.77725, -0.23131, -1.28004], [0.27880, -0.96829, -3.21211], [0.03368, 0.18416, 0.51597], [2.43073, 0.58504, -2.82025], [-0.19246, -2.79918, 0.20910], [-1.50917, 0.64936, 1.81282], [-0.61810, 2.90404, 0.51022], [-1.52732, 0.23077, 3.94085], [0.86910, -0.71208, -2.12254], [0.62192, -0.42329, -3.99947]], "smiles": "[H]/N=C(\\C)N=C.CCNN", "lumo_energy_ev": 0.856, "homo_energy_ev": -8.7, "homo_lumo_gap_ha": 0.35287}


Stability summary: most stable run C, least stable run B.